This record from the OMol25 dataset describes C3H6N2 in the gas phase in a non-equilibrium geometry. The level of theory is ωB97M-V/def2-TZVPD.

Values from the calculation:
**HOMO (spin up / spin down)**: -3.9 / -12.5 eV
**Spin multiplicity**: 3
**LUMO energy (spin up / spin down)**: 0.68 / -3.56 eV
**Total charge**: 0
**Kohn-Sham gap (spin up / spin down)**: 4.590 / 8.891 eV
**<S²>**: 2.00

Atoms and positions in Å:
C: -0.166 1.104 0.094
C: 0.707 -0.034 -0.427
C: -1.522 0.545 0.086
N: 0.165 -1.327 0.156
N: -2.533 0.004 0.101
H: 0.188 1.182 1.063
H: -0.042 2.000 -0.566
H: 0.775 0.041 -1.519
H: 1.647 0.030 0.004
H: 0.608 -2.295 -0.127
H: 0.173 -1.249 1.137

=====

This record from the OMol25 dataset describes C4H6N2 in the gas phase. The level of theory is ωB97M-V/def2-TZVPD.

Values from the calculation:
**SMILES**: C=C=N/C=N/C
**HOMO**: -9.2 eV
**LUMO energy**: 1.01 eV
**Total charge**: 0
**Kohn-Sham gap**: 10.171 eV

Atoms and positions in Å:
C: 2.633 -1.138 -0.438
C: 1.895 -0.272 0.202
N: 1.236 0.532 0.856
C: -0.101 0.833 0.510
N: -0.888 -0.069 0.111
C: -2.278 0.270 -0.089
H: 2.471 -2.194 -0.253
H: 3.374 -0.829 -1.165
H: -0.378 1.877 0.700
H: -2.555 0.062 -1.128
H: -2.884 -0.388 0.544
H: -2.526 1.316 0.149